{"formula": "C32H73Cl2F5N5O8", "method": "ωB97M-V/def2-TZVPD", "orbital_gap_ha": 0.2697, "spin_multiplicity": 1, "charge": 1, "energy_ev": -96819.2042, "species": ["C", "C", "Cl", "C", "Cl", "N", "C", "C", "C", "C", "F", "F", "C", "F", "F", "F", "H", "H", "H", "H", "H", "H", "H", "H", "H", "H", "H", "H", "H", "C", "O", "C", "C", "N", "C", "C", "O", "C", "H", "H", "H", "H", "H", "H", "H", "H", "H", "H", "H", "H", "H", "H", "H", "C", "O", "C", "C", "N", "C", "C", "O", "C", "H", "H", "H", "H", "H", "H", "H", "H", "H", "H", "H", "H", "H", "H", "H", "C", "O", "C", "C", "N", "C", "C", "O", "C", "H", "H", "H", "H", "H", "H", "H", "H", "H", "H", "H", "H", "H", "H", "H", "C", "O", "C", "C", "N", "C", "C", "O", "C", "H", "H", "H", "H", "H", "H", "H", "H", "H", "H", "H", "H", "H", "H", "H"], "coordinates": [[0.550, -2.234, 1.660], [0.897, -1.818, 0.231], [2.548, -2.231, -0.211], [0.593, -0.347, -0.095], [0.631, -0.139, -1.849], [-0.693, 0.140, 0.466], [-1.923, -0.517, -0.071], [-3.209, -0.004, 0.606], [-3.860, -1.126, 1.451], [-4.910, -1.950, 0.750], [-5.097, -3.041, 1.511], [-6.065, -1.340, 0.690], [-4.543, -2.489, -0.641], [-5.517, -3.279, -1.030], [-3.463, -3.215, -0.596], [-4.437, -1.552, -1.533], [0.511, -3.316, 1.670], [-0.449, -1.916, 1.942], [1.304, -1.921, 2.374], [0.256, -2.417, -0.405], [1.398, 0.257, 0.320], [-0.692, 0.102, 1.489], [-0.761, 1.132, 0.212], [-2.027, -0.403, -1.145], [-1.825, -1.576, 0.126], [-3.910, 0.342, -0.143], [-2.983, 0.871, 1.213], [-4.362, -0.643, 2.285], [-3.089, -1.741, 1.900], [-6.634, 3.321, -5.525], [-5.276, 3.684, -5.705], [-4.908, 4.898, -5.059], [-3.973, 4.631, -3.897], [-4.671, 3.968, -2.798], [-3.795, 3.460, -1.752], [-2.797, 2.365, -2.126], [-3.388, 1.119, -2.459], [-3.819, 0.995, -3.812], [-6.842, 2.484, -6.190], [-6.834, 3.001, -4.497], [-7.302, 4.145, -5.785], [-5.785, 5.467, -4.740], [-4.374, 5.502, -5.798], [-3.561, 5.579, -3.541], [-3.145, 4.019, -4.280], [-5.210, 3.197, -3.168], [-4.442, 3.062, -0.964], [-3.247, 4.301, -1.314], [-2.186, 2.172, -1.232], [-2.097, 2.680, -2.907], [-3.185, 1.563, -4.496], [-4.859, 1.305, -3.921], [-3.763, -0.059, -4.083], [-1.753, -6.775, 4.105], [-2.342, -5.502, 3.897], [-3.623, -5.551, 3.271], [-4.721, -5.151, 4.235], [-4.923, -6.165, 5.260], [-5.793, -5.748, 6.360], [-5.334, -4.586, 7.239], [-4.197, -4.867, 8.034], [-2.948, -4.690, 7.397], [-0.725, -6.615, 4.428], [-2.273, -7.337, 4.887], [-1.740, -7.362, 3.183], [-3.820, -6.533, 2.832], [-3.600, -4.824, 2.455], [-5.653, -5.015, 3.677], [-4.437, -4.183, 4.672], [-4.025, -6.428, 5.645], [-5.919, -6.619, 7.007], [-6.781, -5.513, 5.952], [-6.143, -4.383, 7.945], [-5.188, -3.660, 6.670], [-2.974, -3.884, 6.658], [-2.609, -5.616, 6.925], [-2.217, -4.430, 8.164], [7.184, 3.608, -4.015], [6.566, 3.176, -5.213], [6.383, 1.768, -5.300], [4.914, 1.404, -5.213], [4.388, 1.635, -3.871], [2.936, 1.543, -3.769], [2.091, 2.549, -4.549], [2.196, 3.881, -4.086], [3.292, 4.621, -4.601], [7.424, 4.664, -4.129], [6.516, 3.499, -3.153], [8.111, 3.060, -3.827], [6.968, 1.239, -4.543], [6.756, 1.460, -6.280], [4.791, 0.348, -5.469], [4.385, 2.003, -5.965], [4.672, 2.556, -3.562], [2.690, 1.661, -2.710], [2.630, 0.529, -4.054], [1.042, 2.270, -4.400], [2.266, 2.497, -5.629], [3.547, 4.321, -5.620], [4.169, 4.527, -3.955], [3.007, 5.672, -4.612], [7.921, 2.833, 3.583], [8.059, 2.046, 2.413], [8.204, 0.653, 2.662], [6.976, -0.110, 2.208], [5.828, 0.173, 3.065], [4.559, -0.328, 2.551], [4.044, 0.243, 1.231], [3.658, 1.608, 1.289], [4.710, 2.549, 1.117], [7.987, 3.879, 3.288], [6.950, 2.673, 4.065], [8.720, 2.623, 4.298], [8.429, 0.453, 3.713], [9.058, 0.312, 2.071], [7.189, -1.183, 2.237], [6.783, 0.173, 1.165], [5.750, 1.173, 3.190], [3.805, -0.119, 3.316], [4.624, -1.418, 2.461], [3.130, -0.299, 0.976], [4.735, 0.070, 0.398], [5.486, 2.175, 0.445], [5.149, 2.827, 2.077], [4.281, 3.451, 0.680]], "mulliken_charge": [-1.2834, -0.0244, -0.0878, 0.0026, -0.0822, 0.0393, -1.6762, -0.5595, -1.2124, 0.8186, -0.2692, -0.3059, 0.5356, -0.2898, -0.2565, -0.1982, 0.4626, 0.2800, 0.2122, 0.3934, 0.4768, 0.5957, 0.5337, 0.2266, 0.8967, 0.1205, 0.8617, 0.5437, 0.3408, -0.7035, -0.3415, -0.8439, -0.0773, -0.2834, -1.1333, 0.4435, -0.2762, -0.7683, 0.2402, 0.2907, 0.3467, 0.4064, 0.4145, 0.3943, 0.1261, 0.0657, 0.4440, 0.4359, -0.4807, 0.4065, 0.3535, 0.2213, 0.3380, -0.8098, -0.3057, -0.6332, -0.0973, -0.3551, -0.7098, -0.4560, -0.4239, -0.5083, 0.2580, 0.3162, 0.3502, 0.4655, 0.1234, 0.3959, 0.1186, 0.0971, 0.3719, 0.3983, 0.3617, 0.3221, 0.2562, 0.1507, 0.3176, -0.5845, -0.3509, -0.7899, -0.2825, -0.1443, -0.3853, -0.4526, -0.4138, -0.5579, 0.2417, 0.1742, 0.3512, 0.3994, 0.4047, 0.3573, 0.2194, 0.0569, 0.0487, 0.3574, 0.2300, 0.3763, 0.3048, 0.1639, 0.2916, -0.7177, -0.3332, -0.8416, -0.0921, -0.2906, -1.0279, 1.2231, -0.4655, -0.6098, 0.2363, 0.2995, 0.3465, 0.4121, 0.4065, 0.3648, 0.1533, 0.1208, 0.3995, 0.3307, -1.2138, 0.3516, 0.2908, 0.1983, 0.3235]}